{
  "formula": "C14H24N",
  "method": "the ωB97M-V functional and the def2-TZVPD basis",
  "elements": ["H", "C", "H", "C", "C", "C", "H", "H", "C", "H", "C", "H", "H", "C", "C", "H", "H", "H", "C", "H", "C", "H", "N", "C", "C", "H", "H", "H", "H", "H", "C", "H", "H", "H", "H", "H", "C", "H", "H"],
  "xyz": [[4.0731, 0.0885, 0.1486], [1.6675, 1.2499, 1.0599], [-4.0607, 0.7612, 1.0595], [-0.6659, 0.4972, 1.2082], [-4.0197, 0.6360, 6.3470], [0.3174, 1.5491, 1.1237], [-3.8914, 2.4818, 7.4783], [-2.1928, 0.2608, 3.5390], [-0.1023, 2.9881, 1.0565], [-5.3356, 2.3629, 6.4560], [-0.1834, -0.8630, 1.1134], [0.7990, 3.6143, 1.0850], [2.3912, 2.0646, 0.9994], [-3.2129, 1.0834, 5.1259], [2.1293, -0.0724, 1.0583], [-3.8363, 1.7278, 4.4820], [-3.2106, -0.5669, 0.2405], [3.7759, -1.4305, 1.0326], [1.1814, -1.1045, 1.0684], [-1.7415, -2.1365, 1.9364], [-4.6523, 1.7950, 7.0952], [-0.7460, 3.2764, 1.8976], [-2.6348, -0.0303, 4.4038], [-3.2235, 0.0520, 1.1477], [-2.0087, 0.8380, 1.4052], [-5.2240, 1.4199, 7.9459], [-2.2174, 1.8731, 1.6911], [-0.6373, 3.2177, 0.1233], [-3.3279, -0.7530, 4.2190], [1.5376, -2.1365, 1.0193], [-1.1049, -2.0365, 1.0481], [4.1025, 0.0766, 1.9141], [-2.3701, 1.6923, 5.4720], [-4.7982, -0.0608, 6.0193], [-3.3428, 0.0938, 7.0134], [-0.5047, -2.9506, 0.9732], [3.5996, -0.3514, 1.0363], [-3.4725, -0.5883, 2.0062], [-1.7518, -2.0109, 0.1639]],
  "forces_ev_per_angstrom": [[-0.17, -0.04, 0.17], [-0.53, 0.40, -0.06], [0.20, -0.30, 0.05], [-0.62, 0.02, 0.17], [0.34, -0.08, -0.36], [0.55, 0.49, 0.29], [-0.09, -0.05, -0.04], [-0.07, -0.13, 0.36], [0.28, 0.35, 0.02], [0.07, -0.04, 0.07], [0.26, -0.35, -0.30], [-0.39, -0.07, 0.02], [-0.22, -0.21, 0.01], [-0.02, 0.64, 0.30], [-0.09, 0.20, 0.12], [-0.05, -0.05, 0.16], [0.28, 0.18, 0.37], [0.09, 0.21, -0.03], [-0.33, -0.23, -0.03], [0.10, 0.13, -0.16], [-0.07, 0.11, 0.05], [0.17, -0.02, -0.17], [0.04, -0.71, -0.04], [-1.01, 0.07, 0.00], [1.26, 0.00, -0.91], [0.02, 0.10, -0.03], [0.25, -0.27, -0.09], [0.11, -0.14, 0.26], [0.17, 0.20, -0.06], [-0.18, 0.32, 0.05], [0.12, -0.61, 0.07], [-0.22, -0.01, -0.16], [-0.16, 0.13, 0.02], [0.02, -0.05, 0.04], [-0.10, -0.09, -0.07], [-0.21, 0.19, 0.07], [-0.02, -0.36, -0.03], [0.07, 0.01, -0.28], [0.14, 0.09, 0.18]],
  "lumo_ha": -0.2147,
  "orbital_gap_ev": 6.21,
  "total_charge": 1,
  "e_homo_ev": -12.049
}

***

{
  "formula": "H8O4",
  "method": "the ωB97M-V functional and the def2-TZVPD basis",
  "elements": ["H", "O", "H", "H", "H", "O", "O", "H", "H", "O", "H", "H"],
  "xyz": [[0.4511, -2.8095, 2.3620], [-1.2496, -0.7258, 0.3792], [0.3383, 1.8646, -1.8058], [0.2033, -1.4245, 1.7524], [1.7388, 0.0731, -0.0699], [1.1006, 0.5648, -0.5994], [0.9069, -2.0402, 2.0049], [-0.1731, 3.3085, -1.7265], [-1.7809, 0.0771, 0.4679], [0.0045, 2.6001, -2.3526], [0.3520, -0.0457, -0.7079], [-1.8920, -1.4424, 0.2956]],
  "forces_ev_per_angstrom": [[0.07, 0.08, -0.02], [-0.34, -0.03, 0.07], [0.14, 0.47, -0.20], [0.04, -0.13, -0.04], [-0.02, 0.08, -0.08], [-0.27, -0.29, -0.08], [-0.11, 0.09, -0.01], [0.06, -0.05, -0.03], [0.13, -0.09, 0.00], [-0.08, -0.30, 0.21], [0.27, 0.07, 0.24], [0.11, 0.09, -0.07]],
  "lumo_ha": 0.0055,
  "orbital_gap_ev": 10.99,
  "smiles": "O.O.O.O",
  "total_charge": 0,
  "e_homo_ev": -10.838
}

***

{
  "formula": "C5H10N2",
  "method": "the ωB97M-V functional and the def2-TZVPD basis",
  "elements": ["C", "C", "H", "H", "H", "C", "H", "H", "N", "H", "H", "N", "H", "H", "C", "C", "H"],
  "xyz": [[2.1102, 0.2638, 0.7822], [-2.2706, 0.1425, -0.9463], [-0.2080, 1.2707, 0.8424], [-1.6853, -0.4580, -1.6481], [-2.0466, -1.2516, 0.7166], [0.5135, -0.5258, 0.3567], [2.6889, 0.4829, -1.2437], [3.9318, 1.0194, 0.0151], [-0.3225, 0.2737, 0.9675], [1.4087, -1.9293, -0.5775], [-2.0911, 1.2000, -1.1645], [0.4912, -1.6160, -0.2638], [-2.5338, 0.3885, 1.1937], [-3.3297, -0.0554, -1.1570], [2.9505, 0.5940, -0.1934], [-1.9432, -0.1916, 0.4846], [2.3360, 0.3920, 1.8356]],
  "forces_ev_per_angstrom": [[-2.10, -1.68, -1.77], [0.26, 0.08, -0.37], [0.30, -0.22, -0.01], [-0.01, 0.07, 0.16], [0.40, 0.18, -0.01], [7.28, 1.65, 0.64], [0.02, -0.13, 0.14], [-0.17, -0.01, -0.02], [-6.68, -1.23, -0.90], [-0.22, 0.21, 0.44], [-0.03, -0.10, 0.04], [-1.08, -0.09, -0.30], [-0.04, -0.08, -0.09], [0.16, 0.00, 0.19], [-0.14, 0.12, 0.37], [2.19, 1.29, 1.51], [-0.14, -0.04, -0.04]],
  "lumo_ha": 0.0381,
  "orbital_gap_ev": 9.94,
  "smiles": "[H]/N=C(\\C=C)NCC",
  "total_charge": 0,
  "e_homo_ev": -8.903
}

***

{
  "formula": "C16H16Br2F9N2O3SiTc",
  "method": "the ωB97M-V functional and the def2-TZVPD basis",
  "elements": ["H", "H", "Si", "C", "H", "Br", "H", "F", "H", "H", "F", "H", "C", "H", "C", "H", "Br", "H", "C", "F", "C", "H", "F", "F", "F", "H", "C", "N", "C", "N", "F", "C", "F", "C", "C", "C", "C", "C", "H", "H", "O", "Tc", "C", "O", "H", "C", "C", "O", "H", "F"],
  "xyz": [[0.1354, -1.7922, -5.7042], [1.1692, 1.3327, -4.2500], [1.3526, -1.0669, -3.6822], [1.8214, -0.9047, 3.2159], [-0.4571, -2.6532, -4.2826], [-1.2493, -2.6339, 1.1248], [-1.9023, 4.6047, 1.0853], [2.8030, -2.2776, 4.8983], [-5.9079, 4.9048, -0.4015], [0.2984, -4.5654, 1.2866], [3.4647, 0.3388, 4.4310], [3.1689, -2.4884, -4.5146], [2.7039, 0.3797, 3.3417], [2.8132, 0.9425, -3.7339], [2.7114, -2.3321, -3.5353], [1.1427, -3.1201, 0.6133], [0.0376, -4.4587, -1.1845], [2.3236, -3.2919, -3.1903], [-2.7785, 4.1564, 0.6408], [-0.3669, -0.0406, 3.4828], [-0.1177, -1.6836, -4.6482], [2.2618, 0.4966, -5.3504], [3.4783, 0.4993, 2.2707], [3.8515, -2.1144, 3.0045], [1.9232, 1.4676, 3.4130], [-0.9530, -0.9855, -4.5790], [0.3744, -0.5712, -0.7725], [-1.6410, 2.0059, 0.5957], [-2.8090, 2.8046, 0.3328], [-0.4983, 2.5128, 0.7379], [0.0176, -1.9848, 4.3527], [-3.9117, 2.1802, -0.2246], [2.0276, -3.2640, 3.1314], [-3.9077, 4.9077, 0.3643], [1.9580, 0.5809, -4.3053], [-5.0322, 2.9530, -0.4853], [-5.0295, 4.3095, -0.1950], [0.5817, -0.8020, 4.1485], [-5.9077, 2.4911, -0.9196], [3.4950, -2.0118, -2.8483], [0.4148, 1.6425, 1.0051], [-0.1137, -0.2631, 1.0322], [0.2706, -3.7600, 0.5633], [1.3765, -1.0624, 1.9236], [-3.9122, 5.9635, 0.5955], [2.6540, -2.1686, 3.5800], [0.7319, -0.7658, -1.9316], [-1.7922, 0.6838, 0.7127], [-3.8938, 1.1243, -0.4486], [0.8192, -0.2203, 5.3029]],
  "forces_ev_per_angstrom": [[0.03, -0.01, -0.01], [-0.01, 0.00, 0.00], [-0.05, 0.10, -0.03], [0.03, -0.02, 0.06], [0.00, -0.02, 0.02], [0.03, 0.04, -0.04], [0.01, 0.00, 0.00], [0.00, 0.00, -0.10], [-0.01, 0.01, 0.00], [0.00, 0.02, -0.01], [-0.05, -0.01, -0.04], [0.00, 0.00, -0.01], [0.06, 0.08, 0.00], [0.01, -0.02, 0.03], [-0.06, -0.02, 0.01], [-0.04, -0.02, -0.01], [-0.02, -0.03, -0.05], [0.01, 0.01, 0.00], [-0.04, -0.02, -0.01], [0.04, -0.01, 0.09], [0.04, 0.01, 0.04], [0.02, 0.00, -0.01], [-0.05, -0.02, 0.05], [-0.09, -0.03, 0.04], [0.01, -0.11, -0.03], [0.00, 0.02, 0.00], [0.09, 0.07, 0.03], [0.21, 0.10, 0.02], [-0.04, 0.01, 0.00], [0.07, -0.11, 0.06], [0.03, 0.09, -0.02], [0.00, 0.05, 0.01], [0.07, 0.04, 0.03], [0.01, -0.01, 0.00], [-0.04, -0.07, -0.01], [0.00, -0.01, 0.00], [0.00, 0.00, 0.00], [-0.08, 0.00, 0.07], [0.00, 0.00, 0.00], [0.00, 0.03, 0.00], [-0.13, 0.41, -0.21], [-0.27, -0.34, -0.26], [-0.01, 0.00, 0.00], [-0.14, 0.20, 0.04], [0.00, 0.01, 0.00], [0.06, -0.02, 0.06], [0.07, -0.08, -0.03], [0.24, -0.28, 0.30], [0.00, -0.01, 0.00], [-0.01, -0.02, -0.08]],
  "lumo_ha": [-0.2145, -0.2003],
  "orbital_gap_ev": [6.51, 6.88],
  "total_charge": 1,
  "s_squared": 1.215,
  "e_homo_ev": [-12.345, -12.334],
  "spin_multiplicity": 2
}

***

{
  "formula": "CH3ClO2S",
  "method": "the ωB97M-V functional and the def2-TZVPD basis",
  "elements": ["S", "O", "C", "H", "Cl", "O", "H", "H"],
  "xyz": [[1.6045, 0.3920, -0.4429], [1.7763, 1.3691, 0.5745], [-0.9139, 0.3156, -0.1407], [-1.4523, -1.5463, -0.0424], [2.3172, -1.3481, 0.4032], [-1.3684, -0.8182, -0.6325], [-1.3066, 1.1377, -0.5962], [-0.6568, 0.4983, 0.8771]],
  "forces_ev_per_angstrom": [[-2.07, -1.20, -1.90], [0.58, 2.54, 2.05], [3.09, -1.65, 0.72], [0.34, -0.77, 1.02], [-0.25, -0.70, 0.02], [-1.04, 0.11, -1.12], [-0.61, 2.23, -1.73], [-0.05, -0.56, 0.93]],
  "lumo_ha": [-0.0191, -0.0057],
  "orbital_gap_ev": [7.49, 8.02],
  "total_charge": 0,
  "e_homo_ev": [-8.006, -8.176]
}

***

{
  "formula": "C5H16N2O",
  "method": "the ωB97M-V functional and the def2-TZVPD basis",
  "elements": ["H", "H", "H", "C", "H", "H", "H", "H", "C", "H", "H", "O", "H", "H", "H", "C", "N", "H", "H", "N", "H", "C", "C", "H"],
  "xyz": [[-0.4241, -1.8116, 2.0743], [1.3389, 2.9796, 0.8460], [0.2665, -0.1139, 1.2950], [1.1809, 1.0750, -0.2333], [1.3212, -0.5637, -2.3313], [-0.7915, -1.1710, 3.4383], [0.9533, 3.1699, -0.8135], [1.2169, -1.8884, 0.0326], [0.7943, 2.5004, 0.0295], [2.0945, 0.7474, 0.2955], [-3.1495, -0.3570, 0.3801], [-0.0909, -1.6185, 2.9606], [-0.3258, -1.2576, -2.3577], [1.4434, 0.9898, -1.2772], [1.2221, -2.2775, -2.1625], [-1.2373, 0.2914, -0.1429], [-2.1958, -0.4055, 0.7278], [-1.5167, 1.3473, -0.2886], [-1.9236, -1.4070, 0.7074], [0.5190, -1.3562, -0.4830], [-0.2731, 2.6139, 0.1911], [0.6655, -1.3816, -1.9133], [0.2600, -0.0896, 0.2135], [-1.3482, -0.0157, -1.1882]],
  "forces_ev_per_angstrom": [[-0.14, 0.13, 0.40], [-0.19, -0.25, 0.18], [0.45, -0.71, 0.09], [1.33, -1.53, 0.44], [-0.63, -0.53, 0.36], [-0.26, 0.06, -0.20], [0.34, -0.22, -0.34], [-0.04, 0.17, -0.53], [-0.28, 1.09, 0.37], [0.18, 0.82, -0.25], [0.23, 0.03, -0.04], [0.40, -0.39, 0.00], [0.33, -0.53, -0.40], [-0.18, -0.21, -0.32], [-0.58, -0.42, -0.33], [-0.10, -0.47, -1.12], [0.66, -0.75, 0.13], [0.39, -0.25, 1.06], [-0.49, 0.80, -0.10], [0.40, -0.16, 2.35], [-0.01, 0.00, 0.48], [0.90, 1.23, -0.17], [-2.63, 2.47, -1.93], [-0.08, -0.38, -0.14]],
  "lumo_ha": 0.0385,
  "orbital_gap_ev": 9.72,
  "smiles": "CC[C@@H](CN)NC.O",
  "total_charge": 0,
  "e_homo_ev": -8.669
}

***

{
  "formula": "C14H39FO11",
  "method": "the ωB97M-V functional and the def2-TZVPD basis",
  "elements": ["O", "O", "H", "H", "H", "C", "H", "H", "C", "H", "C", "H", "C", "H", "H", "H", "H", "C", "O", "H", "H", "H", "H", "C", "O", "H", "C", "H", "H", "H", "C", "H", "C", "C", "O", "O", "H", "H", "H", "C", "H", "O", "H", "C", "H", "O", "O", "H", "O", "H", "H", "H", "H", "F", "O", "C", "H", "H", "H", "H", "C", "H", "H", "H", "H"],
  "xyz": [[-1.9501, -0.0210, -3.8604], [-3.7792, 1.2887, -3.7986], [1.3932, 0.0181, 1.0159], [-2.9118, 2.7260, -2.7847], [0.8452, -2.6744, 3.8416], [-1.4857, 1.2253, -3.3121], [-0.1579, 4.1310, -2.6953], [-1.3100, 3.2801, -0.9528], [-2.6101, 2.0620, -3.5948], [-5.4918, -0.5881, 0.1595], [-3.3250, -0.0078, -3.9478], [1.2336, 4.0062, 2.3905], [4.2869, -1.1704, -1.0438], [5.9198, -0.1224, 1.4799], [6.2760, 0.9912, 0.2047], [-2.1586, 4.7932, -0.7376], [-3.9554, -1.1235, -0.2194], [-1.5757, -2.8338, -0.8417], [-2.2815, -4.0511, -0.6706], [3.4835, 0.3731, 1.1159], [0.9780, -0.9812, 3.3085], [-2.5337, -3.6075, 3.7607], [6.0876, -1.9260, -0.0260], [1.5320, -1.8439, 3.6785], [-1.0400, 4.4585, -2.5054], [4.2697, 1.7365, 0.2318], [5.7414, -0.9978, -0.4807], [1.9002, 2.2418, 2.6193], [-1.9070, -2.1193, -1.5952], [2.4681, 3.6794, 3.4352], [-4.9260, -0.9690, -0.6908], [-0.5863, -3.1127, -1.2040], [-1.2457, 4.3523, -1.1379], [2.0674, 3.3112, 2.4907], [0.6594, -0.4307, 0.5896], [2.9804, 3.5655, 1.5059], [2.2617, -2.7796, 2.1622], [-2.3497, 2.6111, -4.4996], [-0.5789, 0.7989, 1.8289], [-0.4648, 0.5374, 0.7769], [-3.5283, -3.7891, 2.3386], [-4.0511, -0.9293, -4.1360], [-1.4999, -2.2033, 0.0442], [5.6281, 0.1548, 0.4668], [-2.0728, -2.3673, 1.8693], [-2.6759, -1.9840, 2.5105], [2.5457, -2.0349, 2.6973], [-1.6389, -4.5803, -0.1924], [-5.5638, -2.0644, -1.4828], [-0.3490, 1.4256, 0.1558], [-1.3671, 0.0076, 0.4715], [3.7516, -1.9882, -0.5612], [4.3028, -1.5250, -2.0744], [-1.5202, 0.9768, -2.0035], [3.7600, 0.1434, -0.8547], [4.1922, 0.6544, 0.3370], [-0.3742, 4.8353, -0.6959], [3.5875, 4.2272, 1.8453], [2.0834, -1.5448, 4.5699], [-4.6083, -0.1516, -1.3381], [-3.2589, -3.0914, 3.1315], [-0.5140, 1.4589, -3.7474], [6.5158, -0.7942, -1.2202], [-4.9687, -2.6938, -1.8968], [-4.1350, -2.9697, 3.7685]],
  "forces_ev_per_angstrom": [[-0.09, -0.39, -0.73], [1.31, -1.86, -0.22], [0.44, -0.26, -0.11], [0.74, 0.28, -0.20], [0.28, -0.13, 0.02], [-0.94, -3.14, -0.44], [0.02, 0.12, 0.04], [0.18, -0.04, 0.93], [-2.09, 3.81, -1.05], [-0.87, -0.41, -0.57], [-0.89, 0.58, -0.17], [-0.94, -0.83, -0.34], [1.74, 0.34, 0.14], [-0.22, 0.00, 0.12], [0.16, -0.18, -0.19], [-0.03, 0.34, -0.69], [0.15, -1.40, 0.05], [1.19, 0.42, -0.56], [-0.39, 0.59, 0.11], [0.28, -0.04, 0.58], [-0.57, 0.01, 0.43], [0.21, -0.09, 0.21], [-0.14, 0.00, 0.33], [0.52, 1.35, -0.34], [-0.63, 0.61, -2.02], [-0.70, 0.01, 0.22], [-0.07, -1.36, -0.63], [-0.60, 0.15, -0.31], [-0.96, -0.64, -0.30], [0.18, -0.42, 0.53], [0.89, -0.70, -1.19], [0.40, 0.41, 0.28], [0.78, -0.74, 0.88], [-0.32, 0.97, 2.06], [-1.64, 1.52, 0.38], [1.55, 0.21, -1.60], [0.21, 0.09, -0.30], [-0.53, 0.41, -0.09], [0.11, 0.06, 0.02], [0.79, -1.46, -0.24], [-0.37, -0.33, 0.12], [0.94, 0.18, 0.08], [0.14, -0.30, 0.37], [0.42, 0.47, 1.43], [0.06, 0.27, -0.09], [-0.11, 1.02, 0.23], [0.02, -1.00, -0.18], [-0.31, -0.43, -0.01], [0.05, 1.82, 1.90], [0.18, -0.07, 0.07], [0.06, 0.10, -0.03], [-0.32, 0.36, 0.82], [-0.16, 0.88, -0.35], [1.45, 0.04, 2.19], [-1.37, -1.36, -2.59], [0.84, 0.77, 0.59], [-0.19, -0.27, 0.92], [0.09, -0.04, -0.32], [-0.46, -0.23, 0.33], [-0.86, 0.28, -0.42], [0.18, -1.85, -0.15], [0.00, 0.00, 0.49], [-0.44, 0.08, -0.49], [0.65, 0.41, 0.28], [0.01, 1.01, -0.32]],
  "lumo_ha": 0.0110,
  "orbital_gap_ev": 9.96,
  "smiles": "O=C1OC[C@@H](F)O1.C1CCOC1.CO.CO.CO.CO.CO.CO.CO",
  "total_charge": 0,
  "e_homo_ev": -9.660
}

***

Values of energy relative to the best compared isomer or geometry (same formula, charge and spin), in order: 0.2182; 0.6997; 2.7049; 0.0062; 3.1544; 1.5014; 0.1420, all in eV.